A molecular structure, C29H13F10N7O4PY at a distorted geometry. Source: OMol25; level of theory: ωB97M-V with the def2-TZVPD basis set.

The geometry in XYZ format:
```
65
Properties=species:S:1:pos:R:3:mulliken_charge:R:1
Y -1.176 -0.838 1.294 0.973
C 1.156 -3.689 4.144 -0.861
C 1.437 -2.900 5.247 -0.455
C 1.089 -1.558 5.232 -1.003
C 0.466 -1.041 4.109 0.685
N 0.198 -1.810 3.037 0.375
C 0.532 -3.103 3.058 -0.437
C 0.057 0.380 4.007 0.885
C -0.191 1.206 5.109 -0.842
C -0.575 2.528 4.941 -0.936
C -0.712 3.087 3.677 -0.577
C -0.456 2.310 2.548 -0.783
C -0.163 0.997 2.790 0.975
H 1.409 -4.739 4.120 0.454
H 1.927 -3.323 6.113 0.444
H 1.318 -0.922 6.075 0.437
H 0.283 -3.675 2.171 0.545
H -0.100 0.798 6.108 0.428
H -0.760 3.137 5.814 0.426
H -1.000 4.124 3.562 0.442
H -0.516 2.733 1.552 0.555
C -2.931 2.118 -1.053 -1.237
C -2.661 0.723 -1.488 0.140
N -2.017 -0.202 -0.794 0.280
C -2.040 -1.360 -1.563 0.190
C -2.691 -1.107 -2.733 -0.094
N -3.069 0.207 -2.657 0.040
C -3.034 -1.852 -3.985 0.502
O -2.675 -3.110 -4.059 -0.531
O -3.624 -1.254 -4.848 -0.593
C -1.478 -2.646 -1.050 0.736
O -1.539 -3.654 -1.732 -0.833
O -0.955 -2.567 0.135 -0.545
H -2.603 2.254 -0.025 0.108
H -4.000 2.328 -1.093 0.407
H -2.418 2.835 -1.694 0.352
H -3.585 0.659 -3.401 0.273
H -2.188 -3.405 -3.240 0.443
F 5.626 0.263 -2.212 -0.287
C 4.510 0.677 -2.788 -0.191
C 4.563 1.210 -4.020 0.336
F 5.731 1.309 -4.619 -0.273
C 3.383 1.690 -4.722 0.020
C 2.138 1.525 -3.988 -0.010
C 2.094 0.991 -2.760 0.433
F 0.917 0.881 -2.141 -0.036
C 3.269 0.532 -2.057 0.527
C 3.212 0.000 -0.799 0.510
C 1.988 -0.175 -0.087 0.420
N 1.052 -0.415 0.533 -0.064
C 4.338 -0.463 -0.040 -0.507
N 5.161 -0.861 0.655 -0.455
F 1.013 1.924 -4.547 -0.291
C 3.437 2.255 -5.957 1.358
C 4.652 2.442 -6.696 -0.181
N 5.581 2.639 -7.341 -0.405
C 2.282 2.740 -6.656 -0.184
N 1.392 3.127 -7.269 -0.433
F -2.486 -1.322 3.285 -0.301
P -3.972 -0.866 2.632 1.485
F -4.654 -2.143 3.208 -0.336
F -4.251 0.034 3.883 -0.371
F -3.428 -1.716 1.296 -0.307
F -5.218 -0.370 1.827 -0.355
F -3.046 0.421 1.950 -0.470
```

As for the charge: +1. The value obtained for the maximum force is 1.50 eV/Å. Its spin multiplicity is 2. The value obtained for the lowest unoccupied orbital energy (spin up / spin down) is -6.236 / -6.254 eV.

A single C3H4O3 molecule. Source: OMol25; level of theory: ωB97M-V with the def2-TZVPD basis set.

The geometry in XYZ format:
```
10
Properties=species:S:1:pos:R:3:mulliken_charge:R:1
O -1.809 0.063 -1.100 -0.467
C -0.613 0.189 -1.200 0.011
C 0.377 -0.251 -0.132 0.161
O 1.493 0.608 -0.098 -0.484
C -0.285 -0.439 1.239 -0.083
O 0.343 -0.795 2.203 -0.428
H -0.139 0.638 -2.098 0.357
H 0.768 -1.233 -0.434 0.262
H 1.231 1.437 0.325 0.336
H -1.366 -0.216 1.295 0.335
```

Its relative energy (zero: lowest compared OMol25 entry of this formula, charge and spin) is 43.2 kcal/mol. As for the charge: 0. The value obtained for the maximum force is 0.57 eV/Å. Its spin multiplicity is 1. The SMILES is O=CC(O)C=O. The value obtained for the lowest unoccupied orbital energy is 0.071 eV.

A single CH6N2O2 molecule at a distorted geometry. Source: OMol25; level of theory: ωB97M-V with the def2-TZVPD basis set.

The geometry in XYZ format:
```
11
Properties=species:S:1:pos:R:3:mulliken_charge:R:1
N 1.673 -0.041 -0.405 -0.446
N 0.427 -0.529 0.472 -0.435
C -0.653 0.109 -0.186 0.340
O -1.037 1.327 0.373 -0.511
O -1.759 -0.709 -0.380 -0.506
H 2.308 -0.836 -0.367 0.234
H 2.170 0.805 -0.107 0.212
H 0.533 -0.160 1.419 0.218
H -0.097 0.339 -1.175 0.309
H -1.989 1.327 0.529 0.301
H -1.576 -1.632 -0.173 0.283
```

Its relative energy (zero: lowest compared OMol25 entry of this formula, charge and spin) is 74.0 kcal/mol. As for the charge: 0. The value obtained for the maximum force is 3.48 eV/Å. Its spin multiplicity is 1. The SMILES is NNC(O)O. The value obtained for the lowest unoccupied orbital energy is 0.944 eV.

2 unconnected molecules or ions with the total composition C7H11Cl at a distorted geometry. Source: OMol25; level of theory: ωB97M-V with the def2-TZVPD basis set.

The geometry in XYZ format:
```
19
Properties=species:S:1:pos:R:3:mulliken_charge:R:1
C 1.354 -0.062 -2.933 -0.568
C 0.163 -0.679 0.469 0.083
C 1.806 -0.091 -1.684 0.035
C -0.663 0.297 0.608 1.006
C 0.512 -1.948 1.055 -1.362
C -1.564 0.474 1.832 -1.273
C -0.898 1.472 -0.207 -1.176
Cl 3.176 0.714 -1.093 -0.159
H 1.838 0.462 -3.822 0.251
H 0.409 -0.522 -3.256 0.242
H -0.260 -2.371 1.636 0.432
H 1.307 -1.698 1.702 0.334
H 0.838 -2.852 0.435 0.290
H -1.330 -0.413 2.386 0.299
H -1.241 1.426 2.490 0.267
H -2.519 0.518 1.441 0.403
H -0.633 2.364 0.379 0.320
H -2.001 1.586 -0.407 0.353
H -0.293 1.323 -1.031 0.223
```

Its relative energy (zero: lowest compared OMol25 entry of this formula, charge and spin) is 136.2 kcal/mol. As for the charge: 0. The value obtained for the maximum force is 4.06 eV/Å. Its spin multiplicity is 1. The value obtained for the lowest unoccupied orbital energy (spin up / spin down) is -0.462 / 0.271 eV.

2 unconnected molecules or ions with the total composition CH6NOPS at a distorted geometry. Source: OMol25; level of theory: ωB97M-V with the def2-TZVPD basis set.

The geometry in XYZ format:
```
11
Properties=species:S:1:pos:R:3:mulliken_charge:R:1
C 1.588 0.111 0.248 -0.592
O 0.275 0.020 -0.204 -0.352
P -0.505 1.470 0.225 0.002
H 1.572 1.055 0.751 0.262
H 2.413 -0.038 -0.482 0.249
H 1.793 -0.560 1.139 0.257
H -1.686 1.555 -0.670 0.066
H 0.047 2.388 -0.501 0.039
N -2.017 -2.002 -0.606 -0.364
S -2.264 -2.694 0.773 0.015
H -1.217 -1.305 -0.675 0.419
```

Its relative energy (zero: lowest compared OMol25 entry of this formula, charge and spin) is 121.6 kcal/mol. As for the charge: 0. The value obtained for the maximum force is 4.18 eV/Å. Its spin multiplicity is 1. The SMILES is COP.N=S. The value obtained for the lowest unoccupied orbital energy (spin up / spin down) is -0.881 / -0.881 eV.

A molecular structure, C3HO2S3 at a distorted geometry. Source: OMol25; level of theory: ωB97M-V with the def2-TZVPD basis set.

The geometry in XYZ format:
```
9
Properties=species:S:1:pos:R:3:mulliken_charge:R:1
C 0.913 -1.748 -2.614 -0.180
C -0.966 -1.383 1.710 0.745
C -0.207 1.182 -0.796 -0.176
O -0.055 -1.181 2.430 -0.442
O -1.912 -1.730 1.117 -0.402
S 0.401 -1.073 -1.359 -0.011
S -0.978 1.358 0.637 -0.418
S 1.215 1.973 -1.194 -0.183
H 1.590 2.603 0.070 0.067
```

Its relative energy (zero: lowest compared OMol25 entry of this formula, charge and spin) is 70.4 kcal/mol. As for the charge: -1. The value obtained for the maximum force is 1.99 eV/Å. Its spin multiplicity is 1. The value obtained for the lowest unoccupied orbital energy (spin up / spin down) is 3.224 / 3.223 eV.

A gas-phase ion, C4H9N2OS (charge -1) at a distorted geometry. Source: OMol25; level of theory: ωB97M-V with the def2-TZVPD basis set.

The geometry in XYZ format:
```
17
Properties=species:S:1:pos:R:3:mulliken_charge:R:1
C 2.316 1.687 -0.170 -0.745
N 2.297 0.215 -0.065 -0.238
C 1.107 -0.461 -0.471 0.016
O 1.305 -1.574 -0.951 -0.643
C -0.313 0.062 -0.368 0.012
N -1.015 -0.240 -1.642 -0.640
C -0.900 -0.631 0.868 -0.906
S -2.365 0.280 1.432 -0.652
H 1.440 1.989 -0.744 0.272
H 2.071 2.063 0.838 0.266
H 3.313 2.010 -0.457 0.340
H 2.975 -0.360 -0.536 0.290
H -0.332 1.131 -0.204 0.501
H -1.305 -1.196 -1.521 0.277
H -1.706 0.484 -1.686 0.287
H -1.069 -1.698 0.721 0.305
H -0.167 -0.531 1.685 0.259
```

Its relative energy (zero: lowest compared OMol25 entry of this formula, charge and spin) is 30.5 kcal/mol. As for the charge: -1. The value obtained for the maximum force is 2.25 eV/Å. Its spin multiplicity is 1. The SMILES is CNC(=O)[C@@H](N)C[S-]. The value obtained for the lowest unoccupied orbital energy is 3.455 eV.

Question: Number 5 is which compound?
Answer: CH6NOPS

Question: Look up the spin multiplicity of the fifth one.
Answer: 1

Question: Which value of maximum force does entry 5 give?
Answer: 4.18 eV/Å

Question: Look up the spin multiplicity of the second one.
Answer: 1